Molecular formula: C21H38NO8
Method: DFT, ωB97M-V/def2-TZVPD

Maximum force (eV/Å): 6.589
E_tot (eV): -40258.4733

Geometry as ORCA input:
```
! RIJCOSX wB97M-V def2-TZVPD def2/J DEFGRID3
* xyz -1 1
C -2.25585 -2.34865 4.86859
C -2.67380 -2.51689 3.31721
C -1.81621 -1.52834 2.37207
O -1.64153 -0.19905 2.98046
N -1.73639 0.68342 1.92751
C -1.03444 1.97179 2.18097
C -1.71908 3.04923 1.16273
C -2.04403 2.41137 -0.29789
O -3.17936 2.67051 -0.80221
O -1.12727 1.61904 -1.06970
C -1.65272 0.32184 -1.37333
C -2.82631 0.04973 -2.45821
O -1.19479 -0.72273 -0.83360
C -1.19924 2.57103 3.65873
O -0.74438 2.00560 4.72440
O -1.81869 3.81547 3.86202
C 0.54045 1.97813 1.83869
C 1.31120 3.17960 2.62760
C 1.32961 0.62603 2.19800
C 1.57623 -0.22205 0.84154
H -2.87892 -1.47668 5.27699
H -2.55363 -3.31096 5.42753
H -1.13002 -2.14360 4.97573
H -3.80545 -2.37026 3.17338
H -2.43852 -3.58838 2.98750
H -2.46794 -1.34851 1.43286
H -0.83212 -1.98174 2.01427
H -2.75198 0.93735 1.89175
H -2.71160 3.45134 1.54434
H -0.96188 3.89627 0.95049
H -2.43549 -0.55793 -3.35896
H -3.20851 1.07719 -2.77734
H -3.69163 -0.51949 -1.96086
H 0.65176 2.23213 0.72055
H 0.73391 4.15998 2.52001
H 1.49567 2.92336 3.72810
H 2.34810 3.36243 2.15282
H 2.38648 0.94717 2.54760
H 0.89257 0.01834 3.05544
H 1.50110 0.44733 -0.09880
H 0.89461 -1.12997 0.76019
H 2.67982 -0.57047 0.86426
C 2.42633 2.87074 -4.15626
C 1.12890 2.09989 -4.23121
C 1.55750 0.71543 -3.78597
O 2.64624 0.89250 -2.87052
C 3.08636 2.25589 -2.93871
H 2.29188 3.95032 -4.06834
H 3.02899 2.67213 -5.04920
H 0.40935 2.51543 -3.51804
H 0.67007 2.10582 -5.22178
H 1.92274 0.12131 -4.63127
H 0.75146 0.16431 -3.29455
H 2.76653 2.75723 -2.01881
H 4.17707 2.28731 -2.99155
C 0.59891 -4.55283 -2.06200
C 1.66915 -3.58735 -2.52080
C 1.65245 -2.55037 -1.41512
O 1.26576 -3.23208 -0.21314
C 0.78408 -4.53655 -0.55714
H 0.69408 -5.55189 -2.49226
H -0.39037 -4.16094 -2.32097
H 2.64028 -4.09363 -2.54413
H 1.48309 -3.16068 -3.50831
H 0.90971 -1.77104 -1.61142
H 2.62506 -2.07458 -1.27227
H 1.53859 -5.26648 -0.24217
H -0.14391 -4.73986 -0.01747
*
```

***

Molecular formula: C5H12HgNO5Si
Method: DFT, ωB97M-V/def2-TZVPD

Maximum force (eV/Å): 0.370
E_tot (eV): -29157.1942

Geometry as ORCA input:
```
! RIJCOSX wB97M-V def2-TZVPD def2/J DEFGRID3
* xyz -2 2
Hg -0.34045 0.07276 -0.52323
O -2.26956 -4.38401 0.84671
C -1.96560 -3.19001 0.65144
O -1.38408 -2.67277 -0.32970
H -2.25495 -2.47241 1.47303
O -2.65001 4.29883 1.49147
N -1.99278 3.40914 0.90634
O -1.47046 2.48372 1.57266
O -1.83936 3.45306 -0.33008
C 1.10959 -0.44419 2.83169
Si 2.21137 0.49313 1.63337
C 4.00638 0.14275 2.17737
C 1.94653 2.33862 1.81308
C 1.92376 -0.04378 -0.09629
H 1.29919 -0.13102 3.86251
H 1.27472 -1.52161 2.76238
H 0.05614 -0.26032 2.61281
H 4.17112 0.46049 3.21280
H 4.71264 0.68147 1.54042
H 4.23664 -0.92284 2.10827
H 2.24996 2.67605 2.80885
H 0.89653 2.60201 1.66220
H 2.54139 2.88502 1.07579
H 2.00122 -1.09810 -0.35687
H 2.27417 0.60041 -0.90103
*
```

***

Molecular formula: C17H25ClMoN2
Method: DFT, ωB97M-V/def2-TZVPD

Maximum force (eV/Å): 4.477
Energy relative to the best compared isomer or geometry (same formula, charge and spin) (kcal per mole): 0.0
E_tot (eV): -35374.1698

Geometry as ORCA input:
```
! RIJCOSX wB97M-V def2-TZVPD def2/J DEFGRID3
* xyz 2 3
C 0.21688 0.68209 -5.07101
C 1.58702 1.18126 -4.88166
C -0.04897 -0.74969 -5.28803
C -0.92160 1.62205 -4.99555
Cl 0.07288 0.47919 -1.83076
H -0.04041 -0.88923 -6.40592
H -1.05525 -1.05061 -4.90851
H 0.71408 -1.42705 -4.83514
H 1.96486 1.46678 -5.90399
H 2.28654 0.42650 -4.46147
H 1.63786 2.09108 -4.24409
H -1.08674 1.98028 -6.04841
H -0.72905 2.51010 -4.34443
H -1.86010 1.12683 -4.64382
C 2.08284 -1.45667 1.58383
C 1.37672 -2.25331 0.64471
C 1.44058 -1.60539 -0.62346
H 0.98907 -3.24978 0.83602
C 2.17717 -0.36690 -0.43056
C 2.51869 -0.26760 0.94496
H 3.13873 0.53139 1.34509
H 2.41053 -1.76498 2.56805
H 1.14271 -2.07137 -1.55973
H 2.54838 0.27087 -1.22721
C -2.19524 1.22753 1.11950
C -2.59688 0.02243 1.72048
C -2.50428 -1.02327 0.78427
H -3.07216 -0.06592 2.70068
C -2.11474 -0.46145 -0.46344
C -1.95715 0.97122 -0.24556
H -1.88303 1.74943 -1.02071
H -2.18515 2.22900 1.58358
H -2.80479 -2.06750 0.93206
H -2.19276 -0.96696 -1.43524
Mo -0.01118 -0.19648 0.33367
C -0.97098 0.80688 5.66579
N 0.07773 0.07710 4.88969
C 1.14699 -0.54125 5.73431
C 0.08192 0.04013 3.60087
N 0.06086 0.07607 2.41351
H -0.66162 0.73909 6.71985
H -1.95656 0.32514 5.53136
H -1.00110 1.87204 5.35169
H 1.14287 -1.64161 5.62498
H 2.13768 -0.11611 5.46886
H 0.89615 -0.27134 6.77089
*
```

***

Molecular formula: C20H37O15S2
Method: DFT, ωB97M-V/def2-TZVPD

Maximum force (eV/Å): 4.044
Energy relative to the best compared isomer or geometry (same formula, charge and spin) (kcal per mole): 35.3
E_tot (eV): -73719.9875

Geometry as ORCA input:
```
! RIJCOSX wB97M-V def2-TZVPD def2/J DEFGRID3
* xyz -1 1
O 0.08041 0.64058 0.64979
H 0.30272 1.22361 1.40158
C 1.84332 -5.43291 -0.40091
C 0.87317 -5.43854 0.75380
C -0.57728 -5.39396 0.34746
O -1.16712 -6.40176 1.12623
C -0.19193 -7.19069 1.61607
O -0.38285 -8.26592 2.15254
O 0.94371 -6.67859 1.34145
H 1.75829 -4.53916 -1.01904
H 1.77541 -6.31531 -1.03719
H 2.84504 -5.29233 0.00518
H 0.93872 -4.75271 1.59845
H -0.71866 -5.58081 -0.71706
H -0.82278 -4.35490 0.56698
C -0.68777 6.42722 -0.29448
C 0.05852 6.32258 -1.62699
C -0.70729 5.48860 -2.62223
O -0.59696 6.33583 -3.78544
C -0.17509 7.57638 -3.53066
O 0.00875 8.49363 -4.34522
O 0.17297 7.61120 -2.22595
H -0.21910 7.15252 0.37065
H -0.73206 5.46108 0.20821
H -1.71135 6.76488 -0.45697
H 1.06168 5.90703 -1.53167
H -1.72982 5.30889 -2.29021
H -0.24411 4.52236 -2.82204
C 6.48109 1.75701 0.45919
C 6.21581 0.46688 -0.39891
C 5.72196 0.74438 -1.80081
O 6.57668 0.04661 -2.66775
C 7.64129 -0.45621 -1.90774
O 8.61125 -1.03051 -2.40072
O 7.46096 -0.26282 -0.55862
H 7.16253 2.44099 -0.04670
H 7.03256 1.45014 1.34790
H 5.55482 2.29735 0.65450
H 5.49766 -0.22228 0.04540
H 5.72038 1.81416 -2.00979
H 4.72226 0.33825 -1.95496
C -7.94346 1.61547 0.85755
C -6.98624 0.41638 1.19442
C -6.41987 0.25102 2.59376
O -6.98176 -0.95778 3.16115
C -7.60016 -1.63779 2.18816
O -8.18174 -2.65519 2.38232
O -7.76139 -0.82711 1.08608
H -8.84518 1.62370 1.46987
H -8.22124 1.50926 -0.19110
H -7.39579 2.54889 0.98747
H -6.15837 0.42315 0.48541
H -6.77197 1.01453 3.28743
H -5.33172 0.20125 2.63301
C -2.00902 -1.34543 -6.37061
S -3.26207 -0.46527 -7.45719
O -2.98984 -1.07237 -8.86171
C -4.71866 -1.43693 -6.86120
H -2.00715 -2.43498 -6.40190
H -2.02293 -1.02679 -5.32832
H -1.04032 -1.12500 -6.81908
H -5.03425 -1.11576 -5.86855
H -4.39757 -2.47430 -6.76698
H -5.54437 -1.36081 -7.56867
C 2.97906 -0.19894 6.87791
S 4.35189 -0.07290 8.13763
O 3.80974 -0.64325 9.47059
C 5.35397 -1.53022 7.48608
H 2.42725 -1.13689 6.81586
H 3.38918 -0.09996 5.87287
H 2.21025 0.52500 7.14800
H 5.71218 -1.35501 6.47164
H 4.84425 -2.49359 7.47214
H 6.14950 -1.64521 8.22229
*
```

***

Molecular formula: C2H7N2
Method: DFT, ωB97M-V/def2-TZVPD

Maximum force (eV/Å): 5.744
SMILES: C/[NH+]=C/N
Energy relative to the best compared isomer or geometry (same formula, charge and spin) (kcal per mole): 36.3
E_tot (eV): -5159.8929

Geometry as ORCA input:
```
! RIJCOSX wB97M-V def2-TZVPD def2/J DEFGRID3
* xyz 1 1
C 1.12272 1.26317 -0.40151
N 0.03812 0.56130 0.27227
C -0.17641 -0.91616 -0.00404
N -1.29955 -1.47718 0.31757
H 0.81410 1.60347 -1.33355
H 1.81678 0.46204 -0.49693
H 1.37937 2.14419 0.23613
H -0.66924 1.20941 0.72227
H 0.67126 -1.54966 -0.29308
H -1.64013 -2.45243 0.21469
H -2.05701 -0.84815 0.76620
*
```